1.
The molecule C5H11NO2, computed with the ωB97M-V functional and the def2-TZVPD basis.

```
19
Properties=species:S:1:pos:R:3:nbo_charge:R:1
C -3.03 1.72 0.08 -0.62
C -1.48 1.75 -0.03 -0.23
N -0.88 0.49 0.40 -0.61
C 0.00 -0.16 -0.39 0.68
O 0.46 0.32 -1.41 -0.65
C 0.49 -1.49 0.14 -0.53
C 1.81 -1.28 0.87 -0.05
O 2.91 -1.35 -0.01 -0.72
H -3.35 0.80 0.57 0.20
H -3.37 2.50 0.76 0.21
H -3.53 1.79 -0.88 0.22
H -1.12 2.55 0.63 0.19
H -1.14 1.94 -1.03 0.24
H -1.39 -0.04 1.08 0.39
H 0.67 -2.15 -0.71 0.24
H -0.27 -1.96 0.78 0.21
H 1.80 -0.33 1.42 0.16
H 1.98 -2.03 1.65 0.18
H 2.74 -0.80 -0.79 0.48
```

Calculated values
- HOMO: -0.3610 hartree
- Charge: 0
- Maximum force: 0.01600 Eh/bohr
- Energy above the lowest of the compared OMol25 structures with the same formula, charge and spin: 62.29 kJ/mol
- Structure (SMILES): CCNC(=O)CCO
- HOMO-LUMO gap: 0.3910 Eh



2.
A structure of composition C31H43NiP2S2Sb, computed with the ωB97M-V functional and the def2-TZVPD basis.

```
80
Properties=species:S:1:pos:R:3:mulliken_charge:R:1
Ni 0.41 -0.33 -0.18 1.55
C -0.07 -3.27 1.20 -1.53
P 1.05 -1.86 1.14 0.74
C 1.50 -1.56 2.88 -1.42
C 2.57 -2.58 0.38 -1.02
C 3.45 -1.45 -0.13 -1.14
P 2.38 -0.29 -1.08 1.04
C 2.47 -0.87 -2.80 -1.61
C 3.36 1.25 -1.11 -1.45
H 0.41 -4.12 1.71 0.49
H -0.33 -3.55 0.18 0.35
H -0.98 -2.98 1.73 0.36
H 1.83 -2.47 3.37 0.57
H 0.62 -1.16 3.39 0.32
H 2.30 -0.81 2.93 0.37
H 2.22 -3.19 -0.46 0.38
H 3.09 -3.24 1.07 0.54
H 4.29 -1.80 -0.73 0.55
H 3.86 -0.88 0.70 0.37
H 3.51 -0.92 -3.15 0.45
H 1.89 -0.20 -3.43 0.37
H 2.01 -1.86 -2.87 0.43
H 4.38 1.04 -1.45 0.61
H 3.38 1.68 -0.12 0.23
H 2.89 1.96 -1.79 0.39
C -3.52 -1.31 -2.27 -1.71
C -2.41 -0.95 -1.32 0.74
S -0.79 -0.83 -2.00 -0.53
C -2.64 -0.76 -0.02 0.55
C -4.00 -0.94 0.61 -1.79
S -1.34 -0.25 1.08 -0.66
H -3.14 -1.46 -3.27 0.42
H -4.28 -0.52 -2.30 0.27
H -4.03 -2.23 -1.96 0.41
H -4.36 -1.96 0.47 0.36
H -4.73 -0.26 0.17 0.29
H -3.97 -0.74 1.68 0.46
C -1.05 5.81 -1.91 -1.32
C 0.38 5.75 -1.44 1.38
C 1.18 6.86 -1.68 -0.58
C 2.50 6.92 -1.25 -0.70
C 3.04 5.85 -0.56 -0.90
C 2.25 4.73 -0.33 -0.74
C 0.92 4.65 -0.75 0.37
Sb 0.08 2.71 -0.20 0.39
C -2.02 2.86 -0.52 1.43
C -2.87 3.06 0.57 -0.66
C -4.25 3.09 0.40 -0.79
C -4.78 2.89 -0.86 -0.81
C -3.95 2.64 -1.94 -0.61
C -2.56 2.62 -1.79 0.84
C -1.71 2.33 -3.00 -2.05
C 0.18 3.11 1.91 0.40
C 0.75 2.09 2.67 -0.20
C 0.94 2.21 4.04 -0.75
C 0.58 3.39 4.67 -0.75
C 0.03 4.42 3.92 -0.70
C -0.17 4.31 2.54 1.07
C -0.72 5.50 1.80 -1.28
H -1.37 6.84 -2.03 0.44
H -1.73 5.32 -1.22 0.08
H -1.16 5.32 -2.88 0.31
H 0.75 7.71 -2.20 0.39
H 3.09 7.80 -1.45 0.37
H 4.06 5.88 -0.21 0.45
H 2.68 3.90 0.22 0.27
H -2.46 3.19 1.56 0.30
H -4.89 3.26 1.25 0.39
H -5.86 2.90 -1.01 0.34
H -4.37 2.47 -2.92 0.46
H -2.05 2.92 -3.85 0.52
H -1.78 1.27 -3.26 0.26
H -0.66 2.55 -2.83 0.18
H 1.01 1.16 2.18 -0.56
H 1.37 1.40 4.61 0.42
H 0.72 3.51 5.73 0.38
H -0.25 5.35 4.41 0.42
H -1.31 6.13 2.47 0.50
H -1.34 5.21 0.96 0.00
H 0.10 6.11 1.40 0.30
```

Calculated values
- HOMO (spin up / spin down): -0.2265 / -0.2265 hartree
- Charge: 0
- Maximum force: 0.01155 Eh/bohr
- Energy above the lowest of the compared OMol25 structures with the same formula, charge and spin: 51.22 kJ/mol
- HOMO-LUMO gap (spin up / spin down): 0.2402 / 0.2403 Eh



3.
A structure of composition C31H64B3F2OPV at a distorted geometry, computed with the ωB97M-V functional and the def2-TZVPD basis.

```
103
Properties=species:S:1:pos:R:3:lowdin_spin:R:1
V -1.92 0.82 2.65 2.80
C -4.70 -3.83 -0.38 0.00
C -4.24 -2.38 -0.79 0.00
C -2.89 -2.36 -1.42 0.00
C -1.77 -2.43 -0.36 0.00
P -0.07 -2.80 -0.92 0.00
C 0.17 -4.59 -1.35 0.00
C 1.31 -4.91 -2.27 0.00
C 2.28 -5.88 -1.53 0.00
C 1.67 -7.26 -1.26 0.00
C 0.27 -1.70 -2.31 0.00
C -0.46 -2.07 -3.60 0.00
C 0.45 -1.98 -4.88 0.00
C 0.85 -0.59 -5.26 0.00
C 1.09 -2.36 0.43 0.00
C 2.51 -2.45 -0.01 0.00
C 3.25 -1.12 0.38 0.00
C 3.07 0.10 -0.63 0.00
H -4.58 -4.52 -1.21 0.00
H -5.73 -3.95 -0.04 0.00
H -4.12 -4.08 0.51 0.00
H -4.39 -1.60 -0.04 0.00
H -4.94 -2.10 -1.57 0.00
H -2.72 -1.51 -2.08 0.00
H -2.91 -3.25 -2.04 0.00
H -2.04 -3.25 0.30 0.00
H -1.73 -1.46 0.14 0.00
H -0.78 -5.00 -1.70 0.00
H 0.41 -4.90 -0.33 0.00
H 1.86 -4.12 -2.79 0.00
H 1.00 -5.48 -3.15 0.00
H 2.54 -5.36 -0.61 0.00
H 3.23 -6.11 -2.03 0.00
H 2.47 -7.90 -0.90 0.00
H 1.33 -7.81 -2.14 0.00
H 0.83 -7.24 -0.56 0.00
H 1.35 -1.77 -2.47 0.00
H 0.07 -0.71 -1.90 0.00
H -1.36 -1.46 -3.68 0.00
H -0.85 -3.08 -3.70 0.00
H -0.11 -2.42 -5.71 0.00
H 1.40 -2.51 -4.87 0.00
H 0.16 0.04 -5.81 0.00
H 1.76 -0.71 -5.85 0.00
H 1.20 -0.10 -4.35 0.00
H 0.85 -3.05 1.24 0.00
H 0.85 -1.38 0.84 0.00
H 2.77 -2.63 -1.05 0.00
H 3.06 -3.24 0.48 0.00
H 4.32 -1.32 0.33 0.00
H 3.11 -0.85 1.42 0.00
H 2.00 0.28 -0.66 0.00
H 3.44 -0.04 -1.64 0.00
H 3.57 1.01 -0.28 0.00
B -1.55 -1.53 3.21 0.04
H -0.82 -0.90 2.74 0.00
H -1.64 -2.32 2.49 0.01
H -1.23 -1.95 4.16 0.00
H -2.48 -1.00 3.27 0.01
B -1.47 2.09 4.44 0.04
H -2.38 1.56 4.67 0.01
H -1.65 2.63 3.53 0.01
H -1.20 2.76 5.24 0.00
H -0.69 1.38 4.18 0.00
B -0.64 1.19 0.91 0.04
H -0.04 0.81 1.72 0.00
H 0.02 1.46 0.10 0.00
H -1.38 0.43 0.68 0.01
H -1.13 2.08 1.26 0.01
C -1.88 5.65 2.17 0.00
C -3.35 5.97 2.24 0.00
O -3.85 5.87 3.35 0.00
C -4.13 6.20 1.00 0.00
H -1.84 4.76 1.54 0.00
H -1.34 5.35 3.07 0.00
H -1.27 6.46 1.77 0.00
H -5.02 6.82 1.08 0.00
H -4.39 5.20 0.67 0.00
H -3.53 6.65 0.20 0.00
F 4.63 1.13 2.36 0.00
C 4.10 1.60 3.51 0.00
C 2.72 1.86 3.55 0.00
C 2.29 2.34 4.80 0.00
C 3.15 2.54 5.86 0.00
C 4.45 2.10 5.85 0.00
C 4.98 1.70 4.62 0.00
H 2.06 1.79 2.71 0.00
H 1.25 2.57 5.00 0.00
H 2.84 3.08 6.74 0.00
H 5.13 2.08 6.68 0.00
H 6.04 1.53 4.47 0.00
F -1.89 6.76 -4.08 0.00
C -1.04 5.89 -3.46 0.00
C -0.55 4.80 -4.17 0.00
C 0.23 3.81 -3.60 0.00
C 0.65 4.01 -2.25 0.00
C 0.12 5.10 -1.55 0.00
C -0.61 6.04 -2.16 0.00
H -0.97 4.70 -5.16 0.00
H 0.44 2.92 -4.17 0.00
H 1.26 3.31 -1.71 0.00
H 0.35 5.19 -0.50 0.00
H -0.99 6.89 -1.62 0.00
```

Calculated values
- Expectation value of S²: 3.756
- HOMO (spin up / spin down): -0.2775 / -0.3176 hartree
- Charge: 0
- 2S+1: 4
- Maximum force: 0.09324 Eh/bohr
- Energy above the lowest of the compared OMol25 structures with the same formula, charge and spin: 231.81 kJ/mol
- HOMO-LUMO gap (spin up / spin down): 0.2779 / 0.3178 Eh



4.
The ion C4H8N4O with charge +2 at a distorted geometry, computed with the ωB97M-V functional and the def2-TZVPD basis.

```
17
Properties=species:S:1:pos:R:3:lowdin_spin:R:1
C 1.18 -2.43 -0.46 0.10
C -0.77 -2.09 1.21 0.41
C 0.49 -1.12 -0.67 0.04
C 0.45 1.32 -0.69 0.00
N 1.07 -3.18 0.51 0.43
N 0.14 -2.87 1.33 0.56
N -1.92 -1.70 1.55 0.33
N 1.14 0.11 -0.14 0.01
O 1.56 -1.85 -1.51 0.07
H -0.46 -0.88 -1.22 0.01
H 1.26 2.02 -0.70 0.00
H 0.17 1.07 -1.71 0.00
H -0.39 1.60 -0.16 0.00
H -2.75 -2.33 1.42 0.02
H -2.25 -0.89 2.03 0.01
H 1.11 0.27 0.90 0.00
H 2.04 0.12 -0.67 0.00
```

Calculated values
- Expectation value of S²: 2.011
- HOMO (spin up / spin down): -0.5883 / -0.7327 hartree
- Charge: +2
- 2S+1: 3
- Maximum force: 0.10589 Eh/bohr
- HOMO-LUMO gap (spin up / spin down): 0.2588 / 0.2530 Eh



5.
The molecule C17H18N2O4S2, computed with the ωB97M-V functional and the def2-TZVPD basis.

```
43
Properties=species:S:1:pos:R:3:nbo_charge:R:1
C -4.97 -2.18 0.10 -0.61
C -3.93 -1.35 0.84 -0.41
C -3.55 -0.09 0.05 -0.43
S -2.74 -0.49 -1.53 0.29
C -1.22 -1.10 -0.90 -0.21
C -0.49 -2.04 -1.62 -0.21
C 0.74 -2.48 -1.17 -0.20
C 1.22 -2.00 0.04 -0.33
S 2.90 -2.35 0.53 2.32
O 3.32 -3.63 0.04 -0.93
O 3.07 -2.04 1.91 -0.93
N 3.73 -1.22 -0.41 -0.84
C 3.19 0.08 -0.46 0.08
C 2.99 0.78 0.72 -0.17
C 2.41 2.04 0.70 -0.32
C 2.03 2.62 -0.51 0.29
O 1.45 3.84 -0.64 -0.49
C 1.20 4.60 0.52 -0.25
C 2.26 1.92 -1.69 -0.23
C 2.83 0.66 -1.67 -0.22
C 0.50 -1.09 0.78 -0.23
C -0.72 -0.61 0.32 0.21
N -1.37 0.39 1.02 -0.62
C -2.66 0.81 0.89 0.68
O -3.07 1.79 1.47 -0.58
H -4.60 -2.48 -0.88 0.22
H -5.21 -3.07 0.67 0.22
H -5.89 -1.61 -0.04 0.20
H -4.32 -1.03 1.81 0.22
H -3.04 -1.95 1.01 0.21
H -4.45 0.47 -0.22 0.26
H -0.90 -2.40 -2.56 0.23
H 1.32 -3.19 -1.72 0.24
H 3.96 -1.61 -1.31 0.41
H 3.29 0.33 1.65 0.24
H 2.26 2.56 1.63 0.22
H 0.76 5.53 0.16 0.20
H 0.50 4.10 1.19 0.18
H 2.13 4.82 1.06 0.18
H 1.97 2.38 -2.62 0.23
H 2.99 0.13 -2.60 0.21
H 0.91 -0.74 1.72 0.25
H -0.81 0.90 1.70 0.42
```

Calculated values
- HOMO: -0.3091 hartree
- Charge: 0
- Maximum force: 0.01943 Eh/bohr
- Energy above the lowest of the compared OMol25 structures with the same formula, charge and spin: 46.87 kJ/mol
- Structure (SMILES): CC[C@@H]1Sc2ccc(S(=O)(=O)Nc3ccc(OC)cc3)cc2NC1=O
- HOMO-LUMO gap: 0.3191 Eh



6.
The molecule C5H7N at a distorted geometry, computed with the ωB97M-V functional and the def2-TZVPD basis.

```
13
Properties=species:S:1:pos:R:3:nbo_charge:R:1
C -3.15 0.02 0.12 0.27
C -0.24 -1.04 -0.79 -0.40
C -0.05 -1.12 0.70 -0.42
C -0.61 0.09 0.06 0.09
C -0.06 1.44 -0.01 -0.59
N -2.04 0.24 0.24 -0.52
H -1.01 -1.62 -1.16 0.23
H 0.56 -0.84 -1.38 0.21
H -0.94 -1.61 1.12 0.24
H 1.00 -1.34 1.09 0.24
H -0.21 2.02 0.92 0.23
H -0.42 2.02 -0.85 0.23
H 1.06 1.24 -0.08 0.21
```

Calculated values
- HOMO: -0.3947 hartree
- Charge: 0
- Maximum force: 0.06711 Eh/bohr
- Energy above the lowest of the compared OMol25 structures with the same formula, charge and spin: 261.00 kJ/mol
- HOMO-LUMO gap: 0.4314 Eh



7.
The molecule C3H9N3 at a distorted geometry, computed with the ωB97M-V functional and the def2-TZVPD basis.

```
15
Properties=species:S:1:pos:R:3:nbo_charge:R:1
N -1.57 0.17 -1.16 -0.83
C -0.88 0.23 0.11 -0.08
C 0.14 -0.82 0.39 -0.07
N 0.25 -1.26 1.74 -0.83
C 0.63 0.63 0.08 -0.09
N 1.35 0.81 -1.12 -0.85
H -0.74 0.45 -1.95 0.37
H -2.21 1.10 -1.14 0.35
H -1.45 0.65 0.93 0.20
H 0.25 -1.60 -0.42 0.21
H 0.54 -0.45 2.31 0.36
H -0.62 -1.67 2.11 0.36
H 0.91 1.20 0.96 0.17
H 1.48 1.76 -1.36 0.36
H 2.26 0.33 -1.17 0.38
```

Calculated values
- HOMO: -0.2987 hartree
- Charge: 0
- Maximum force: 0.08989 Eh/bohr
- Energy above the lowest of the compared OMol25 structures with the same formula, charge and spin: 217.76 kJ/mol
- Structure (SMILES): N[C@H]1[C@H](N)[C@H]1N
- HOMO-LUMO gap: 0.3343 Eh



> Which value of charge does entry 5 give?

0